Below is a 2-piece molecular cluster, C5H14N2O overall, with properties calculated with the ωB97M-V functional and the def2-TZVPD basis.

```
! RIJCOSX wB97M-V def2-TZVPD def2/J DEFGRID3
* xyz 0 1
C -0.126 -1.143 1.488
C 1.436 1.737 -0.575
N 0.584 -0.528 0.371
C 0.565 1.106 0.525
N 1.846 -1.137 0.247
O 0.765 1.493 1.703
H 2.327 -1.247 1.141
H 2.448 -0.571 -0.339
H 0.441 -1.042 2.419
H -1.073 -0.632 1.641
H -0.284 -2.204 1.284
H 2.489 1.660 -0.298
H 1.295 1.302 -1.566
H 1.186 2.797 -0.630
C -1.013 -0.321 -1.159
C -2.467 -0.363 -0.812
H -2.669 -1.057 0.005
H -2.868 0.616 -0.552
H -0.728 0.467 -1.844
H -0.594 -1.272 -1.455
H -0.531 1.085 0.082
H -3.029 -0.744 -1.677
*
```

E_HOMO (spin up / spin down)   -0.2863 / -0.2861 Eh
DFT total energy   -10434.56803 eV

Löwdin population analysis, charges in e, atoms 1 to 8: atom 1 (C): -0.084, atom 2 (C): -0.056, atom 3 (N): -0.228, atom 4 (C): -0.622, atom 5 (N): 0.072, atom 6 (O): -0.088, atom 7 (H): 0.098, atom 8 (H): 0.074

---

Below is a 2-piece molecular cluster, C10H10Cl2OSi overall, with properties calculated with the ωB97M-V functional and the def2-TZVPD basis.

```
! RIJCOSX wB97M-V def2-TZVPD def2/J DEFGRID3
* xyz 0 1
C 2.061 -2.274 0.156
C 1.300 -1.934 -0.924
C 1.529 -1.892 1.410
C 0.051 -1.227 -0.747
C 0.235 -1.391 1.557
C -0.558 -1.188 0.459
C -0.031 2.314 0.929
C -0.342 2.171 -0.414
C -1.806 1.911 -0.631
C 0.559 2.171 -1.626
O -2.765 2.467 -1.042
Si -2.296 -0.574 0.665
Cl -2.957 -0.424 2.619
Cl -3.449 -1.672 -0.513
H 2.964 -2.820 -0.001
H 1.602 -2.182 -1.928
H 2.113 -2.102 2.262
H -0.463 -0.973 -1.716
H -0.183 -1.566 2.568
H 0.951 2.444 1.191
H -0.839 2.234 1.614
H 0.198 1.468 -2.522
H 0.581 3.272 -2.106
H 1.546 1.768 -1.261
*
```

E_HOMO (spin up / spin down)   -0.2676 / -0.2677 Eh
DFT total energy   -45501.09906 eV

Löwdin population analysis, charges in e, atoms 1 to 8: atom 1 (C): -0.079, atom 2 (C): -0.074, atom 3 (C): -0.069, atom 4 (C): -0.128, atom 5 (C): -0.131, atom 6 (C): -0.434, atom 7 (C): 0.083, atom 8 (C): -0.355

---

Below is C8H22N2O2Rb as an isolated structure, with properties calculated with the ωB97M-V functional and the def2-TZVPD basis.

```
! RIJCOSX wB97M-V def2-TZVPD def2/J DEFGRID3
* xyz 1 1
Rb 5.469 29.681 16.765
C 2.491 33.630 15.239
C 3.103 32.238 15.371
C 3.874 31.843 14.084
O 4.429 30.565 14.263
C 4.820 29.887 13.040
N 3.930 32.296 16.558
H 3.234 34.304 14.812
H 2.045 33.920 16.191
H 1.771 33.556 14.424
H 2.382 31.462 15.627
H 4.645 32.606 13.980
H 3.180 31.794 13.245
H 5.438 29.017 13.260
H 5.385 30.535 12.370
H 3.934 29.441 12.590
H 3.414 32.763 17.290
H 4.575 33.040 16.331
C 8.191 30.172 20.816
C 8.239 29.239 19.588
C 7.438 27.954 19.889
O 7.483 27.227 18.611
C 6.464 26.207 18.622
N 7.750 30.050 18.502
H 7.246 30.715 20.829
H 8.977 30.925 20.878
H 8.226 29.633 21.763
H 9.269 29.024 19.302
H 6.421 28.241 20.159
H 7.961 27.479 20.719
H 5.664 26.453 19.321
H 7.047 25.369 19.005
H 6.051 25.935 17.651
H 8.075 29.720 17.604
H 8.238 30.934 18.510
*
```

E_HOMO   -0.4735 Eh
DFT total energy   -16377.27812 eV

Löwdin population analysis, charges in e, atoms 1 to 8: atom 1 (Rb): 0.971, atom 2 (C): -0.047, atom 3 (C): -0.445, atom 4 (C): -0.193, atom 5 (O): -0.333, atom 6 (C): -0.060, atom 7 (N): -0.034, atom 8 (H): 0.089

---

Below is C36H48BeN7O2 as an isolated structure, with properties calculated with the ωB97M-V functional and the def2-TZVPD basis.

```
! RIJCOSX wB97M-V def2-TZVPD def2/J DEFGRID3
* xyz 1 1
Be -0.202 -0.210 -0.281
C -3.817 5.707 -0.869
C -2.513 5.845 -0.065
C -1.795 7.121 -0.514
C -2.851 5.984 1.427
C -1.675 4.590 -0.297
C -2.082 3.392 0.215
C -1.331 2.228 -0.057
N -1.547 0.971 0.317
C -2.584 0.339 0.873
C -3.678 0.842 1.609
C -4.702 0.004 1.948
C -4.649 -1.352 1.488
C -3.606 -1.920 0.808
C -2.479 -1.075 0.542
O -1.405 -1.451 -0.032
C -3.632 -3.360 0.300
C -4.920 -4.083 0.696
C -2.448 -4.158 0.865
C -3.558 -3.318 -1.236
C -5.859 0.520 2.805
C -6.939 -0.540 3.030
C -6.507 1.731 2.120
C -5.300 0.942 4.173
C -0.174 2.266 -0.950
O 0.351 1.148 -1.236
C 0.281 3.539 -1.432
C -0.474 4.624 -1.080
C 1.587 3.701 -2.215
C 2.736 3.641 -1.193
C 1.639 5.048 -2.947
C 1.798 2.601 -3.267
H -4.448 6.583 -0.710
H -4.377 4.822 -0.562
H -3.609 5.623 -1.937
H -2.421 7.983 -0.286
H -1.610 7.127 -1.589
H -0.845 7.253 0.007
H -3.387 6.918 1.598
H -1.943 5.995 2.033
H -3.489 5.172 1.778
H -2.982 3.318 0.805
H -3.673 1.870 1.941
H -5.499 -1.979 1.708
H -5.026 -4.152 1.781
H -4.888 -5.099 0.302
H -5.808 -3.601 0.283
H -2.509 -4.209 1.953
H -1.496 -3.709 0.591
H -2.478 -5.178 0.476
H -4.382 -2.729 -1.644
H -3.627 -4.327 -1.645
H -2.619 -2.874 -1.568
H -7.395 -0.857 2.090
H -7.728 -0.123 3.655
H -6.543 -1.419 3.543
H -6.901 1.459 1.140
H -5.797 2.549 1.987
H -7.333 2.105 2.729
H -4.815 0.100 4.670
H -6.109 1.297 4.814
H -4.569 1.746 4.075
H -0.151 5.589 -1.434
H 2.664 4.464 -0.480
H 3.698 3.707 -1.705
H 2.707 2.701 -0.636
H 1.712 5.896 -2.265
H 0.763 5.185 -3.584
H 2.524 5.074 -3.583
H 1.928 1.621 -2.818
H 2.693 2.837 -3.845
H 0.954 2.550 -3.958
N 0.353 1.292 2.644
C 1.375 0.812 1.931
N 2.590 1.257 2.220
C 3.595 0.664 1.581
N 4.829 1.118 1.781
N 3.460 -0.388 0.733
C 2.222 -0.692 0.461
N 1.113 -0.122 0.978
C 1.935 -1.739 -0.546
C 2.702 -2.875 -0.712
C 2.278 -3.806 -1.647
C 1.133 -3.548 -2.386
C 0.435 -2.378 -2.154
N 0.821 -1.492 -1.239
H 0.541 1.980 3.351
H -0.584 0.976 2.468
H 4.985 1.884 2.413
H 5.597 0.676 1.308
H 3.594 -3.015 -0.119
H 2.833 -4.722 -1.795
H 0.782 -4.247 -3.132
H -0.456 -2.129 -2.716
*
```

E_HOMO (spin up / spin down)   -0.3729 / -0.3746 Eh
DFT total energy   -53039.90134 eV

Löwdin population analysis, charges in e, atoms 1 to 8: atom 1 (Be): 0.160, atom 2 (C): -0.033, atom 3 (C): -0.553, atom 4 (C): -0.059, atom 5 (C): -0.043, atom 6 (C): -0.129, atom 7 (C): 0.049, atom 8 (C): -0.139

---

We obtain F_max values of 1.365; 5.045; 3.095; 0.436 eV/A for the records listed above, in that order.
We obtain energy above the lowest of the compared OMol25 structures with the same formula, charge and spin values of 149.0; 0.0; 30.2; 0.0 kcal/mol for the records listed above, in that order.